Model a:
Below is the ion C5H6NO with charge +1, with properties calculated with wB97M-V/def2-TZVPD.

```
! RIJCOSX wB97M-V def2-TZVPD def2/J DEFGRID3
* xyz 1 1
C 0.96 1.04 0.92
C 0.49 1.06 -0.37
C -0.37 -0.79 0.60
C -0.77 -0.43 -1.81
C 0.48 -0.07 1.54
N -0.25 0.00 -0.59
O -1.46 -1.37 -1.78
H 1.67 1.68 1.46
H -0.09 -1.81 0.69
H -1.34 -0.84 0.89
H 0.59 1.64 -1.23
H -0.61 0.23 -2.80
H 0.70 -0.34 2.49
*
```

Output
HOMO-LUMO gap	9.63	eV
SMILES	O=C[N+]1=CC=CC1



Model b:
Below is the ion C5H6NO with charge +1, with properties calculated with wB97M-V/def2-TZVPD.

```
! RIJCOSX wB97M-V def2-TZVPD def2/J DEFGRID3
* xyz 1 1
C 0.61 1.35 -0.03
C 1.49 0.49 0.13
C -0.80 1.34 0.03
C -0.77 -1.03 0.50
C 1.60 -0.97 -0.32
N -1.17 -0.12 -0.25
O 2.71 -0.16 0.03
H -0.99 1.65 1.14
H -1.33 1.94 -0.71
H -1.12 -2.07 0.38
H -0.18 -0.70 1.43
H 1.72 -1.46 -1.29
H -1.76 -0.29 -1.03
*
```

Output
HOMO-LUMO gap (alpha / beta)	7.91 / 7.98	eV



Least stable = model b



Model a:
Below is a cluster of 2 separate species, C10H13O2 in total, with properties calculated with wB97M-V/def2-TZVPD.

```
! RIJCOSX wB97M-V def2-TZVPD def2/J DEFGRID3
* xyz -1 1
C -0.58 -1.32 0.19
C -1.32 2.16 1.59
C -2.60 2.04 2.12
C -0.64 1.13 0.88
C -1.18 -0.13 0.86
C -3.09 0.80 2.21
C -2.47 -0.28 1.42
H -0.89 3.15 1.75
H -3.19 2.86 2.53
H 0.34 1.27 0.45
H -3.87 0.64 2.95
H 0.24 -0.96 -0.52
H -1.30 -1.85 -0.47
H -2.92 -1.32 1.34
H -0.08 -1.87 0.91
C 2.78 -0.76 -2.31
C 2.51 0.40 -1.30
C 1.70 -1.90 -1.81
O 0.55 -1.95 -2.41
O 2.27 -2.74 -1.07
H 2.61 -0.51 -3.44
H 3.80 -0.98 -2.39
H 1.77 1.00 -1.76
H 3.28 1.09 -1.32
H 2.28 0.03 -0.41
*
```

Output
HOMO-LUMO gap	7.27	eV



Model b:
Below is a cluster of 2 separate species, C10H13O2 in total, with properties calculated with wB97M-V/def2-TZVPD.

```
! RIJCOSX wB97M-V def2-TZVPD def2/J DEFGRID3
* xyz -1 1
C 0.38 -3.06 1.07
C 0.64 -2.01 2.13
O 1.43 -2.41 2.97
O -0.04 -0.97 1.88
H 0.35 -4.08 1.38
H 1.18 -2.76 0.19
H -0.56 -2.78 0.69
C 1.47 1.09 -0.16
C 1.51 2.09 0.93
C 0.10 0.99 -0.76
C -0.98 1.36 0.04
C -0.01 0.39 -1.99
C -2.28 1.08 -0.53
C -1.26 0.01 -2.48
C -2.41 0.40 -1.79
H 2.24 1.26 -0.98
H 1.51 0.04 0.30
H 0.75 1.64 1.70
H -0.77 1.70 1.06
H 0.87 0.13 -2.40
H -3.28 1.32 -0.08
H -1.23 -0.66 -3.33
H -3.43 0.00 -2.07
H 1.49 3.11 0.61
H 2.34 2.13 1.62
*
```

Output
HOMO-LUMO gap	7.46	eV



Least stable = model a



Model a:
Below is a structure of composition C10H14N4, with properties calculated with wB97M-V/def2-TZVPD.

```
! RIJCOSX wB97M-V def2-TZVPD def2/J DEFGRID3
* xyz 0 1
C 2.05 -1.76 1.11
C 1.68 -0.98 -0.11
C 0.60 -1.59 -1.03
C -1.53 -0.63 -0.18
C -2.91 -0.82 0.32
C -3.75 0.22 0.65
C -3.24 1.68 -0.01
C -1.87 1.90 -0.32
C -0.82 0.70 -0.02
C 1.67 0.50 0.03
H 1.46 -1.59 2.02
H 1.92 -2.83 0.65
H 3.21 -1.88 1.43
H 2.46 -1.31 -0.79
H 0.60 -1.17 -1.93
H 0.85 -2.50 -1.26
H -1.08 -2.58 -1.01
H -3.50 -1.72 0.48
H -4.64 0.00 1.22
H -4.14 2.47 -0.60
H -1.30 3.02 -0.77
H 0.59 2.15 0.87
H 3.06 2.87 -1.11
H 3.56 2.88 0.76
N -0.74 -1.74 -0.53
N 0.38 1.17 0.08
N 2.87 1.03 0.04
N 2.56 2.52 0.00
*
```

Output
HOMO-LUMO gap	7.30	eV



Model b:
Below is a cluster of 4 separate species, C10H14N4 in total, with properties calculated with wB97M-V/def2-TZVPD.

```
! RIJCOSX wB97M-V def2-TZVPD def2/J DEFGRID3
* xyz 0 1
C -1.31 -2.23 -1.69
C -0.44 -3.41 -1.79
N 0.32 -4.31 -1.88
H -1.10 -1.52 -0.89
H -2.37 -2.47 -1.64
H -1.13 -1.66 -2.60
C -1.34 -1.36 3.91
C -0.38 -1.12 2.86
N 0.44 -0.97 2.15
H -0.70 -1.39 4.79
H -1.78 -2.31 3.62
H -2.04 -0.53 4.03
C -1.88 1.70 0.38
C -2.21 1.33 -0.98
N -2.43 1.00 -2.09
H -2.75 1.55 1.02
H -1.76 2.78 0.39
H -0.90 1.26 0.58
N 1.99 0.59 -0.29
C 1.43 0.92 -1.51
C 2.29 1.86 -2.11
C 3.21 2.17 -1.21
C 3.09 1.31 -0.02
H 1.68 -0.07 0.40
H 0.56 0.36 -1.80
H 2.10 2.20 -3.12
H 3.85 3.00 -1.46
H 3.55 1.30 0.96
*
```

Output
HOMO-LUMO gap	7.82	eV
SMILES	c1cc[nH]c1.CC#N.CC#N.CC#N



Least stable = model a



Model a:
Below is a cluster of 2 separate species, C3H8N3O2 in total, with properties calculated with wB97M-V/def2-TZVPD.

```
! RIJCOSX wB97M-V def2-TZVPD def2/J DEFGRID3
* xyz 1 1
C -1.31 -0.12 0.59
C 0.68 -1.11 1.78
C 0.15 -0.55 0.38
N 0.52 2.30 -3.57
N 0.86 0.53 -0.21
N 0.57 0.99 -1.35
O -0.43 1.73 -3.60
O -0.40 0.48 -1.99
H -1.30 0.89 0.98
H -1.69 0.16 -0.35
H -1.90 -0.85 1.05
H 0.90 -2.19 1.74
H -0.04 -1.05 2.56
H 1.59 -0.56 2.08
H 0.13 -1.48 -0.36
H 1.66 0.84 0.27
*
```

Output
HOMO-LUMO gap (alpha / beta)	7.84 / 7.84	eV



Model b:
Below is a cluster of 2 separate species, C3H8N3O2 in total, with properties calculated with wB97M-V/def2-TZVPD.

```
! RIJCOSX wB97M-V def2-TZVPD def2/J DEFGRID3
* xyz 1 1
C 3.12 0.06 -0.04
C 2.21 -1.19 -0.41
C 1.00 0.74 0.19
N 2.22 1.08 0.28
N -0.10 1.26 0.30
N -2.20 -0.06 0.16
O 4.30 0.06 0.01
O 0.93 -0.80 -0.31
H 2.28 -1.67 -1.42
H 2.54 -1.94 0.30
H 2.71 1.82 0.69
H -1.41 0.68 0.12
H 0.03 2.23 0.56
H -2.11 -0.78 -0.60
H -3.27 0.22 0.23
H -1.81 -0.45 0.98
*
```

Output
HOMO-LUMO gap	10.93	eV



Least stable = model a



Model a:
Below is a cluster of 2 separate species, C3H7PS2 in total, with properties calculated with wB97M-V/def2-TZVPD.

```
! RIJCOSX wB97M-V def2-TZVPD def2/J DEFGRID3
* xyz 0 1
C -1.54 2.20 -2.06
C 1.70 0.05 0.87
C -0.96 -0.98 0.19
P 0.25 -0.83 1.64
S -0.63 1.70 -3.22
S -2.41 2.57 -0.82
H 2.19 -0.62 0.16
H 2.47 0.09 1.70
H 1.48 1.02 0.37
H -0.41 -0.55 -0.57
H -1.88 -0.52 0.60
H -1.22 -2.08 0.02
H 0.97 -2.04 1.11
*
```

Output
HOMO-LUMO gap	8.93	eV



Model b:
Below is an isolated molecule of C3H7PS2, with properties calculated with wB97M-V/def2-TZVPD.

```
! RIJCOSX wB97M-V def2-TZVPD def2/J DEFGRID3
* xyz 0 1
C -1.59 -1.25 0.41
C 0.58 0.42 0.27
C 1.86 0.80 -0.37
P -2.65 0.12 -0.10
S 0.09 -1.29 -0.40
S -0.63 1.74 0.17
H -1.20 -1.23 1.43
H -1.96 -2.34 0.27
H 0.69 0.07 1.24
H 2.39 1.54 0.27
H 1.87 1.22 -1.46
H 2.71 0.04 -0.36
H -2.15 0.18 -1.37
*
```

Output
HOMO-LUMO gap	7.89	eV
SMILES	C[C@@H]1SCPS1



Least stable = model b



Model a:
Below is a structure of composition FN2O3S, with properties calculated with wB97M-V/def2-TZVPD.

```
! RIJCOSX wB97M-V def2-TZVPD def2/J DEFGRID3
* xyz -1 1
N -1.42 -1.06 2.82
N 1.37 1.19 -2.13
O -2.02 -0.97 1.85
O 2.53 0.79 -2.29
O 0.94 2.21 -2.64
F -1.75 -2.45 3.57
S 0.36 0.29 -1.17
*
```

Output
HOMO-LUMO gap	4.68	eV



Model b:
Below is a structure of composition FN2O3S, with properties calculated with wB97M-V/def2-TZVPD.

```
! RIJCOSX wB97M-V def2-TZVPD def2/J DEFGRID3
* xyz -1 1
N -1.86 -0.45 0.08
N 1.68 -0.03 -0.17
O -2.11 -0.95 -0.93
O 1.74 -1.16 0.26
O 2.63 0.59 -0.64
F -2.76 0.87 0.27
S 0.21 0.81 -0.14
*
```

Output
HOMO-LUMO gap (alpha / beta)	7.82 / 7.83	eV



Least stable = model a



Model a:
Below is a structure of composition C3H11O3, with properties calculated with wB97M-V/def2-TZVPD.

```
! RIJCOSX wB97M-V def2-TZVPD def2/J DEFGRID3
* xyz -1 1
C 0.15 -0.15 0.29
O 0.98 0.92 0.36
C -1.35 0.08 0.57
C -2.18 -1.14 0.19
H 0.47 -1.00 0.92
H 0.12 -0.59 -0.75
H -1.81 0.94 0.09
H -1.47 0.28 1.64
H -3.24 -0.92 0.36
H -1.97 -2.08 0.70
H -2.17 -1.30 -0.90
H 3.48 0.00 0.94
H 2.01 0.78 0.96
O 3.08 0.67 1.49
H 0.98 0.50 -2.50
H 1.56 1.64 -1.72
O 1.36 1.37 -2.64
*
```

Output
HOMO-LUMO gap	7.93	eV



Model b:
Below is a cluster of 3 separate species, C3H11O3 in total, with properties calculated with wB97M-V/def2-TZVPD.

```
! RIJCOSX wB97M-V def2-TZVPD def2/J DEFGRID3
* xyz -1 1
C -0.43 -0.37 1.17
O 0.89 -0.28 0.57
C -1.37 0.72 0.69
C -1.16 0.90 -0.85
H -0.89 -1.33 0.84
H -0.45 -0.28 2.30
H -2.44 0.57 1.06
H -1.11 1.70 1.11
H -0.64 0.02 -1.23
H -2.06 0.92 -1.52
H -0.51 1.75 -1.19
H 1.71 0.73 -0.46
H 1.43 1.86 -1.56
O 2.14 1.53 -0.96
H 1.32 -2.09 -0.10
H 1.60 -3.44 0.43
O 1.96 -2.91 -0.32
*
```

Output
HOMO-LUMO gap	7.88	eV



Least stable = model b



Model a:
Below is a cluster of 2 separate species, C23H28N2O2 in total, with properties calculated with wB97M-V/def2-TZVPD.

```
! RIJCOSX wB97M-V def2-TZVPD def2/J DEFGRID3
* xyz 0 1
C -5.05 -1.55 2.65
C -4.93 -0.03 2.44
C -3.94 0.60 3.44
N -2.64 -0.10 3.45
C -1.46 0.56 3.69
C -0.22 -0.06 3.59
C 0.92 0.34 4.26
C 2.14 -0.42 4.27
C 2.99 -0.39 5.39
C 4.10 -1.19 5.47
C 4.43 -2.03 4.42
C 3.61 -2.08 3.29
C 2.48 -1.30 3.22
C -2.75 -1.56 3.67
C -3.67 -2.22 2.63
H -5.54 -1.75 3.61
H -5.71 -2.00 1.89
H -4.59 0.16 1.41
H -5.91 0.45 2.52
H -3.77 1.65 3.20
H -4.35 0.56 4.45
H -1.52 1.55 4.12
H -0.17 -0.98 3.04
H 0.83 1.18 4.92
H 2.72 0.24 6.23
H 4.72 -1.18 6.35
H 5.31 -2.65 4.47
H 3.88 -2.72 2.47
H 1.86 -1.34 2.34
H -1.76 -2.02 3.67
H -3.16 -1.71 4.68
H -3.74 -3.30 2.81
H -3.22 -2.12 1.63
C -1.67 3.71 -0.29
C -0.82 3.84 0.96
O 0.55 3.78 0.68
C 1.28 3.99 1.83
C 2.69 3.78 1.70
C 3.62 3.97 2.73
C 3.26 4.51 3.98
C 4.21 4.63 4.96
N 5.49 4.28 4.83
C 5.83 3.80 3.63
C 4.98 3.63 2.58
O 0.76 4.31 2.89
H -2.74 3.76 -0.06
H -1.43 4.50 -0.99
H -1.47 2.76 -0.80
H -1.00 4.79 1.49
H -1.02 3.03 1.68
H 3.03 3.40 0.76
H 2.24 4.79 4.15
H 3.93 5.03 5.92
H 6.87 3.52 3.52
H 5.33 3.25 1.64
*
```

Output
HOMO-LUMO gap	2.33	eV



Model b:
Below is an isolated molecule of C23H28N2O2, with properties calculated with wB97M-V/def2-TZVPD.

```
! RIJCOSX wB97M-V def2-TZVPD def2/J DEFGRID3
* xyz 0 1
C -6.41 -2.12 1.29
C -5.37 -2.23 0.18
C -4.27 -1.18 0.33
C -3.24 -1.30 -0.80
N -2.16 -0.36 -0.64
C -0.93 -0.70 -0.24
O -0.58 -1.83 0.08
C -0.04 0.54 -0.25
C 0.86 0.62 0.99
H 1.03 1.67 1.26
C 2.24 -0.01 0.77
O 3.26 0.64 0.87
N 2.16 -1.32 0.46
C 3.18 -2.22 0.18
C 4.53 -1.88 0.21
C 5.49 -2.83 -0.08
C 5.13 -4.13 -0.40
C 3.78 -4.47 -0.43
C 2.82 -3.53 -0.14
H 1.77 -3.79 -0.17
H 3.49 -5.48 -0.68
H 5.88 -4.87 -0.62
H 6.53 -2.56 -0.05
H 4.82 -0.87 0.46
H 1.21 -1.72 0.40
H 0.38 0.13 1.84
C -1.04 1.70 -0.38
C -0.52 2.86 -1.23
C 0.69 3.50 -0.61
C 0.55 4.37 0.47
C 1.66 4.91 1.09
C 2.93 4.58 0.65
C 3.08 3.72 -0.43
C 1.97 3.19 -1.05
H 2.10 2.51 -1.88
H 4.07 3.46 -0.77
H 3.79 5.00 1.14
H 1.53 5.59 1.92
H -0.45 4.63 0.82
H -0.28 2.50 -2.23
H -1.32 3.61 -1.33
C -2.29 1.04 -0.99
H -3.22 1.45 -0.59
H -2.31 1.15 -2.08
H -1.28 2.07 0.62
H 0.59 0.48 -1.14
H -3.72 -1.13 -1.77
H -2.79 -2.29 -0.78
H -4.72 -0.19 0.32
H -3.77 -1.32 1.29
H -5.87 -2.10 -0.79
H -4.93 -3.22 0.19
H -5.94 -2.27 2.26
H -7.18 -2.87 1.17
H -6.88 -1.14 1.29
*
```

Output
HOMO-LUMO gap	8.68	eV
SMILES	CCCCN1C[C@H](Cc2ccccc2)[C@@H](CC(=O)Nc2ccccc2)C1=O



Least stable = model a



Model a:
Below is a cluster of 2 separate species, C3H3NO2S in total, with properties calculated with wB97M-V/def2-TZVPD.

```
! RIJCOSX wB97M-V def2-TZVPD def2/J DEFGRID3
* xyz 0 1
C 0.04 -1.78 0.17
C -0.47 1.01 0.64
C 0.97 -0.95 0.59
N -0.64 -2.62 -0.19
O -1.59 2.59 -0.99
O 0.44 1.53 -1.85
S -0.62 1.53 -0.94
H -1.23 0.40 1.13
H 1.69 -0.57 -0.18
H 1.42 -1.14 1.62
*
```

Output
HOMO-LUMO gap (alpha / beta)	8.17 / 8.07	eV



Model b:
Below is an isolated molecule of C3H3NO2S, with properties calculated with wB97M-V/def2-TZVPD.

```
! RIJCOSX wB97M-V def2-TZVPD def2/J DEFGRID3
* xyz 0 1
C -1.39 -0.96 0.01
C 0.76 -0.63 -0.01
C 0.42 0.75 -0.33
N -0.30 -1.49 -0.24
O 1.85 -0.89 0.49
O 1.02 1.76 0.19
S -1.74 0.68 0.33
H -2.18 -1.61 0.00
H -0.14 0.92 -1.32
H 1.71 1.46 0.87
*
```

Output
HOMO-LUMO gap	8.81	eV
SMILES	O=C1N=CS[C@H]1O



Least stable = model a



Model a:
Below is an isolated molecule of C3H3NO2S, with properties calculated with wB97M-V/def2-TZVPD.

```
! RIJCOSX wB97M-V def2-TZVPD def2/J DEFGRID3
* xyz 0 1
C -0.23 -0.08 -0.94
C -0.66 0.17 1.11
C 0.89 0.24 0.77
N 1.13 0.38 -0.47
O 0.74 -0.68 -3.12
O -1.25 0.20 -0.13
S -0.46 -0.83 -2.43
H -0.84 -0.65 1.83
H -0.82 1.06 1.73
H 1.50 0.19 1.65
*
```

Output
HOMO-LUMO gap (alpha / beta)	8.34 / 8.34	eV



Model b:
Below is an isolated molecule of C3H3NO2S, with properties calculated with wB97M-V/def2-TZVPD.

```
! RIJCOSX wB97M-V def2-TZVPD def2/J DEFGRID3
* xyz 0 1
C 0.54 -0.91 0.52
C -0.72 0.47 -0.42
C -0.69 -1.00 -0.49
N 0.29 0.44 0.64
O 1.40 -1.56 0.97
O -1.20 1.35 -1.05
S 1.41 1.71 1.20
H -0.75 -1.42 -1.52
H -1.45 -1.69 -0.03
H 1.17 2.61 0.17
*
```

Output
HOMO-LUMO gap	10.00	eV
SMILES	O=C1CC(=O)N1S



Least stable = model a



Model a:
Below is a cluster of 3 separate species, C4H12NO2 in total, with properties calculated with wB97M-V/def2-TZVPD.

```
! RIJCOSX wB97M-V def2-TZVPD def2/J DEFGRID3
* xyz 1 1
C -1.04 0.19 1.85
C -0.64 -0.79 0.78
C 0.02 -1.90 1.07
C -1.42 0.72 -0.79
N -0.95 -0.43 -0.59
H -0.64 1.18 1.64
H -0.63 -0.22 2.76
H -2.12 0.35 1.94
H 0.40 -2.52 0.28
H 0.12 -2.28 2.08
H -1.96 0.98 -1.69
H -1.14 1.57 -0.20
H -0.87 -1.00 -1.43
H 2.29 2.64 1.00
H 2.33 2.17 -0.39
O 1.99 1.89 0.47
H 0.84 -1.19 -3.31
H 2.16 -0.86 -2.68
O 1.26 -0.50 -2.79
*
```

Output
HOMO-LUMO gap	9.11	eV



Model b:
Below is a cluster of 3 separate species, C4H12NO2 in total, with properties calculated with wB97M-V/def2-TZVPD.

```
! RIJCOSX wB97M-V def2-TZVPD def2/J DEFGRID3
* xyz 1 1
C 1.45 0.65 1.56
C 0.38 -0.02 0.89
C -0.52 -0.93 1.43
C -0.04 1.52 -0.91
N 0.26 0.34 -0.55
H 2.49 0.67 1.35
H 1.18 1.72 1.56
H 1.49 0.53 2.66
H -1.15 -1.59 0.75
H -0.74 -0.82 2.45
H -0.01 1.95 -1.83
H -0.43 2.25 -0.24
H 0.32 -0.53 -1.09
H -2.92 0.58 -1.95
H -3.23 2.04 -1.94
O -2.49 1.44 -1.91
H 0.76 -3.49 -0.06
H 2.13 -3.30 -1.23
O 1.08 -2.99 -0.93
*
```

Output
HOMO-LUMO gap	9.07	eV



Least stable = model b



Model a:
Below is the ion CH4ClN2O with charge +1, with properties calculated with wB97M-V/def2-TZVPD.

```
! RIJCOSX wB97M-V def2-TZVPD def2/J DEFGRID3
* xyz 1 3
C -0.77 0.37 -0.04
N -0.63 -1.04 0.00
N 0.24 1.14 -0.15
O -1.98 0.92 -0.04
Cl -3.35 -0.16 0.08
H 0.29 -1.32 -0.26
H -1.49 -1.60 0.03
H 1.21 0.95 -0.21
H -0.12 2.07 0.09
*
```

Output
HOMO-LUMO gap (alpha / beta)	10.12 / 7.28	eV



Model b:
Below is a cluster of 2 separate species, CH4ClN2O in total, with properties calculated with wB97M-V/def2-TZVPD.

```
! RIJCOSX wB97M-V def2-TZVPD def2/J DEFGRID3
* xyz 1 3
C -0.28 -0.87 -0.94
N -0.39 0.88 1.33
N 0.74 -0.13 -0.41
O 1.84 0.04 -0.62
Cl -0.26 2.46 1.20
H 0.04 -1.71 -1.60
H -0.97 0.00 -1.19
H -0.91 -1.14 0.05
H 0.18 0.46 2.18
*
```

Output
HOMO-LUMO gap (alpha / beta)	7.23 / 6.88	eV



Least stable = model b